# 1
Here is an isolated ion of composition CFN4S and charge -1 from the OMol25 dataset. Energies are from wB97M-V/def2-TZVPD.

Output
- relative energy (zero: lowest compared OMol25 entry of this formula, charge and spin) (kcal per mole) = 10.8
- E_HOMO (eV) = -4.7
- E (Eh) = -755.17665
- net charge = -1
- frontier orbital gap (eV) = 8.286
- LUMO (eV) = 3.58

Each line ends with the Löwdin charge.
Geometry (Å):
C1 -0.52535 0.22167 0.19505  -0.7902
N1 0.31233 1.11569 -0.25799  -0.0947
N2 0.34815 -1.06528 0.49486  -0.0385
N3 1.51497 0.59364 -0.28278  -0.1530
N4 1.48571 -0.66316 0.13567  -0.2053
F1 -2.84581 -0.55462 -0.74655  -0.5480
S1 -2.17573 0.38802 0.53379  0.8297



# 2
Here is one molecule with the formula C4H7NO from the OMol25 dataset. Energies are from wB97M-V/def2-TZVPD.

Output
- relative energy (zero: lowest compared OMol25 entry of this formula, charge and spin) (kcal per mole) = 79.0
- E_HOMO (eV) = -10.0
- E (Eh) = -286.50572
- SMILES = OC[C@@H]1[C@H]2CN12
- frontier orbital gap (eV) = 11.177
- LUMO (eV) = 1.15

Each line ends with the Löwdin charge.
Geometry (Å):
O1 1.35848 0.09487 1.76003  -0.0791
C1 1.59648 0.30635 0.38644  -0.2271
C2 0.39257 -0.34796 -0.25741  -0.2220
C3 -0.63608 0.32675 -1.04133  -0.1643
C4 -1.78404 -0.41846 -0.48241  -0.1041
N1 -0.83586 0.24216 0.40273  0.0016
H1 0.38894 0.20741 1.79796  0.0645
H2 2.55331 -0.16164 0.12044  0.1216
H3 1.67189 1.37747 0.13533  0.1216
H4 0.44959 -1.43957 -0.28400  0.1423
H5 -0.61067 1.27543 -1.55741  0.1309
H6 -1.77889 -1.50842 -0.44083  0.1063
H7 -2.76572 0.04560 -0.53953  0.1078



Q: Look up the E_HOMO of the first one.
A: -4.7 eV



Q: Among the records above, which one has the lowest E?
A: CFN4S



Q: frontier orbital gap of number 1 (CFN4S)?
A: 8.286 eV